The molecule C2H3FS2 at a distorted geometry, computed with ωB97M-V/def2-TZVPD.

Calculated values
- total charge = 0
- SMILES = F/C=C/SS
- E (eV) = -26508.9015
- gap between HOMO and LUMO (eV) = 9.05

XYZ file:
```
8
Properties=species:S:1:pos:R:3:forces:R:3:nbo_charge:R:1
F 2.40674 0.45467 -0.04238 -0.9 0.0 -0.4 -0.3196
C 1.13631 0.02900 -0.25065 0.1 -0.9 0.6 0.2147
C 0.41640 -0.53075 0.69979 -3.1 -0.5 -1.8 -0.3316
S -1.38816 -1.18672 0.16697 2.4 1.6 0.2 0.0293
S -2.38658 0.64492 -0.18849 -1.0 -1.1 1.3 -0.1088
H 0.71383 0.01252 -1.24707 0.7 0.5 -0.3 0.1831
H 0.56467 -0.67315 1.71641 0.7 -0.1 1.5 0.2216
H -1.46321 1.24952 -0.85457 1.1 0.5 -1.0 0.1112
```
Positions in Å, forces in eV/Å.